(1)
{
  "formula": "C18H39F2NO13",
  "method": "ωB97M-V/def2-TZVPD",
  "species": ["H", "H", "H", "H", "H", "H", "H", "O", "H", "H", "H", "O", "C", "C", "H", "C", "C", "N", "H", "O", "O", "H", "H", "H", "H", "C", "C", "H", "C", "H", "H", "H", "H", "C", "O", "H", "C", "H", "H", "H", "F", "F", "H", "H", "H", "C", "C", "H", "H", "C", "C", "C", "H", "C", "H", "O", "H", "O", "H", "C", "C", "H", "O", "H", "O", "O", "C", "O", "O", "H", "H", "O", "H"],
  "coordinates": [[1.338, 0.260, -0.259], [-2.005, 3.804, 2.002], [-0.106, 4.451, 0.506], [-2.958, 1.577, -3.798], [-0.170, 0.273, 0.067], [0.346, -0.891, -0.184], [2.386, 2.928, -0.858], [0.928, 0.470, -3.541], [-3.442, 1.296, 0.796], [-0.187, 1.951, -4.560], [1.259, 2.292, -3.323], [1.322, -2.972, 3.865], [-2.836, -1.569, 0.292], [-2.810, 0.746, -3.032], [2.708, -4.169, 1.195], [2.448, -4.076, 2.263], [1.810, 1.008, 5.138], [0.532, -0.083, -0.371], [0.356, -0.181, -1.334], [-2.531, 1.177, -1.750], [1.396, 1.129, 2.744], [0.973, -2.484, 1.897], [1.551, 1.910, -4.946], [2.751, 0.546, 5.587], [3.276, 1.497, 3.507], [0.575, 0.270, 3.284], [0.826, -2.028, -3.652], [-2.614, -3.791, -1.359], [-3.466, 2.111, -1.204], [1.411, -0.630, -5.273], [-0.925, -3.872, -3.026], [-3.626, 3.231, 0.819], [-2.439, -1.068, 1.107], [0.010, 3.712, 1.036], [2.836, -1.890, -0.163], [-4.570, 1.871, -1.257], [-0.729, -3.064, -2.323], [-3.500, 3.044, -1.743], [-0.189, -0.656, -4.854], [2.461, -5.340, 2.386], [-0.073, -4.094, 2.459], [1.596, 1.898, 6.134], [2.234, 4.511, -0.418], [0.643, 4.308, 1.878], [-1.812, 0.212, -3.380], [0.700, -0.635, -4.403], [-1.358, 3.099, 1.336], [2.698, 3.325, 0.794], [-3.833, 0.275, -3.043], [1.021, -3.394, 2.535], [2.615, -2.977, 4.146], [0.853, 1.660, -4.110], [-0.092, -3.403, -1.454], [-2.030, -2.819, -1.455], [1.830, 2.680, 3.811], [-1.819, 2.658, 0.301], [1.661, -1.866, -2.995], [-0.431, -1.950, -2.907], [-3.278, -0.901, -0.169], [2.219, 1.748, 3.798], [-3.221, 2.299, 0.267], [0.991, -2.594, -4.597], [3.281, -3.497, 3.181], [-2.659, -2.053, -2.159], [3.181, -2.677, 5.128], [0.815, 2.925, 0.271], [2.098, 3.477, -0.046], [0.678, 0.306, 4.636], [-1.785, -2.207, -0.350], [-0.898, 2.206, 2.066], [-3.553, -2.304, 0.815], [-0.125, -0.414, 2.652], [3.460, -2.589, -0.402]],
  "e_above_lowest_ev": 2.9166,
  "homo_lumo_gap_ev": 6.945
}

***

(2)
{
  "formula": "C5H12NO2",
  "method": "ωB97M-V/def2-TZVPD",
  "species": ["O", "H", "H", "C", "H", "H", "C", "C", "N", "H", "C", "O", "C", "H", "H", "H", "H", "H", "H", "H"],
  "coordinates": [[-1.870, -0.892, 1.034], [0.654, -2.111, -1.006], [-0.650, 0.518, -0.229], [0.683, 2.624, -0.599], [-1.748, -1.338, 0.097], [2.577, 1.989, 0.103], [1.537, 1.773, 0.312], [-0.490, -0.763, 1.266], [1.432, 0.336, 0.058], [0.455, 2.173, -1.556], [0.072, -0.218, -0.029], [-1.387, -1.830, -0.900], [-0.103, -1.308, -1.084], [-0.294, 2.787, -0.156], [-0.357, -0.068, 2.091], [-0.003, -1.700, 1.556], [0.986, 3.649, -0.769], [1.294, 1.987, 1.375], [1.921, 0.211, -0.813], [-0.024, -0.786, -2.041]],
  "charge": -1,
  "e_above_lowest_ev": 3.3269,
  "homo_lumo_gap_ev": 6.732
}

***

(3)
{
  "formula": "C47H67ClNO9PS",
  "method": "ωB97M-V/def2-TZVPD",
  "species": ["H", "O", "C", "C", "C", "H", "C", "H", "C", "H", "C", "H", "N", "H", "C", "H", "H", "C", "O", "C", "C", "H", "H", "C", "H", "C", "O", "H", "H", "H", "H", "C", "H", "H", "C", "H", "H", "H", "H", "H", "C", "C", "H", "H", "C", "C", "H", "H", "H", "Cl", "H", "C", "C", "H", "H", "C", "C", "C", "H", "H", "H", "C", "C", "O", "H", "H", "C", "H", "C", "C", "H", "C", "H", "H", "H", "C", "H", "H", "H", "C", "C", "C", "C", "C", "H", "C", "H", "H", "H", "H", "H", "C", "H", "P", "C", "C", "H", "C", "C", "O", "C", "H", "O", "H", "H", "H", "H", "O", "C", "H", "H", "C", "H", "H", "O", "H", "C", "H", "H", "H", "S", "H", "O", "H", "C", "H", "C"],
  "coordinates": [[4.345, -1.049, -2.990], [-4.759, -5.802, 0.964], [-0.045, 3.979, -3.630], [6.008, 2.928, 4.091], [-4.210, -6.897, -1.074], [-3.307, 1.361, -3.202], [-5.493, -3.454, 2.630], [3.816, -1.925, 0.617], [-0.773, 1.486, -0.738], [-5.456, 1.835, -7.905], [-5.206, -0.191, 1.144], [5.773, -1.089, 7.390], [-3.741, 0.747, -2.520], [5.336, 0.343, 4.787], [5.404, -1.152, -1.105], [0.702, 4.217, -1.658], [2.407, -1.510, 1.617], [-7.577, 4.489, -2.204], [-1.097, 2.532, -1.242], [4.135, -1.335, -1.964], [-6.455, 0.920, -6.240], [-3.533, -1.244, 2.920], [-8.482, 4.970, -1.830], [-3.940, -5.978, 0.093], [-6.933, 0.945, -8.323], [5.029, 0.607, 3.782], [1.130, 0.523, 2.382], [-6.765, -2.623, 1.107], [5.748, -4.721, 6.218], [-6.887, 6.473, -0.287], [-5.640, 0.770, 1.432], [2.186, 0.061, -2.551], [-5.055, -2.585, 0.719], [5.331, 3.708, 4.437], [1.005, 0.762, -2.351], [5.253, -0.505, -0.248], [3.882, -2.397, -1.993], [4.162, -1.299, 3.482], [1.164, 5.562, -2.708], [-5.218, 1.597, -0.722], [5.948, -2.531, -0.698], [0.560, 0.306, 1.346], [-5.259, 5.838, 0.024], [7.781, -3.432, -0.042], [-5.349, 0.911, -5.214], [3.928, -0.071, 1.726], [-4.159, -6.338, -2.010], [2.567, -0.005, -3.563], [-0.073, 4.565, -4.547], [-2.697, 5.356, -2.687], [-1.022, 3.548, -3.472], [7.196, -2.076, 1.512], [-6.045, 5.933, -0.723], [-4.725, 0.026, -5.341], [6.195, -0.729, -1.722], [-6.044, 0.941, -7.695], [4.810, -1.467, 7.044], [5.665, -3.890, 6.915], [6.723, -3.594, 3.032], [-5.204, -7.327, -0.973], [-6.088, -4.351, 2.523], [0.510, 0.807, -1.052], [6.219, -2.921, 2.343], [-5.661, -1.133, 2.077], [3.933, 1.490, 0.220], [6.126, -3.047, -1.646], [2.890, -0.583, -1.537], [-5.771, 0.896, -4.215], [0.336, 1.404, -3.548], [-0.928, 0.171, 1.318], [5.611, -2.266, 2.959], [1.211, 0.196, 0.000], [7.929, -1.766, -0.502], [5.084, 3.124, 1.567], [-4.433, -3.675, 2.687], [0.943, 2.798, -3.854], [6.771, 3.414, 3.486], [4.330, -0.707, 6.432], [6.485, 2.501, 4.970], [-2.989, -0.663, 2.194], [-3.001, 0.710, 0.196], [7.281, -2.465, 0.032], [-5.774, -2.441, 1.531], [4.895, 2.140, 1.979], [-1.796, -6.024, 0.151], [0.369, 4.864, -2.464], [5.543, -3.528, 1.745], [-3.408, 2.851, -1.204], [-5.567, -0.389, 0.134], [-5.450, 0.055, -7.927], [-5.768, -2.994, 3.580], [-3.691, -0.026, 1.170], [4.175, -1.681, 7.905], [-3.910, 1.549, -1.160], [5.305, 1.877, 3.285], [2.407, -0.493, -0.232], [-1.068, -1.041, 3.074], [-1.609, 0.785, 0.273], [5.010, -2.719, 6.225], [-0.678, 7.233, -1.941], [4.222, 1.193, 1.219], [-7.253, 4.989, -3.118], [-1.115, 5.473, -0.345], [8.190, -2.243, 1.930], [5.065, -4.204, 7.771], [-7.797, 3.448, -2.430], [-2.533, -4.657, 1.007], [4.662, -2.782, 5.069], [4.350, -0.336, 3.023], [1.307, 2.841, -4.877], [-3.475, -7.703, -1.094], [-2.598, -5.285, 0.121], [-5.658, 6.493, -1.575], [0.576, 0.752, -4.386], [-5.988, 3.558, -0.702], [-2.481, -4.660, -0.766], [3.156, -1.122, 0.930], [-0.740, 1.456, -3.431], [7.023, -1.007, 1.631], [1.819, 2.972, -3.229], [-0.946, 5.847, -1.712], [6.663, -3.612, 7.257], [-7.621, 0.913, -5.917], [5.194, -3.122, -0.181], [-1.612, -0.548, 2.280], [-4.735, 1.808, -5.323], [-6.489, 4.562, -1.164]],
  "homo_lumo_gap_ev": 7.735
}

***

(4)
{
  "formula": "C4H15NO3",
  "method": "ωB97M-V/def2-TZVPD",
  "species": ["H", "C", "H", "H", "C", "O", "H", "H", "C", "H", "H", "O", "H", "H", "O", "H", "N", "H", "H", "H", "H", "H", "C"],
  "coordinates": [[-0.769, -2.096, -0.562], [-0.107, 0.007, -0.258], [-1.029, -0.660, 1.680], [-1.272, 1.032, -1.527], [1.155, -3.088, -1.928], [-0.445, 2.247, 0.328], [-0.382, 2.694, 3.331], [0.813, -3.818, -1.195], [-0.133, -0.171, 1.297], [-1.168, 1.723, -0.097], [0.735, -0.782, 1.545], [-0.199, 2.944, 2.425], [-0.155, 2.317, 1.237], [2.180, -3.381, -2.153], [1.191, -1.852, -1.208], [0.354, 2.359, -0.188], [-1.290, 0.823, -0.539], [0.621, -3.050, -2.877], [0.011, 0.734, 1.886], [0.687, 0.649, -0.639], [-0.040, 3.887, 2.463], [-0.598, -1.205, -2.006], [-0.160, -1.314, -1.014]],
  "e_above_lowest_ev": 7.3590,
  "homo_lumo_gap_ev": 6.634
}

***

(5)
{
  "formula": "CH2O3S2",
  "method": "ωB97M-V/def2-TZVPD",
  "species": ["C", "S", "O", "H", "S", "O", "O", "H"],
  "coordinates": [[-0.364, -0.522, 1.428], [-0.240, -1.755, 0.218], [2.720, -0.893, 0.921], [0.727, -1.104, -0.292], [2.507, -2.341, 0.994], [0.571, 0.284, 1.598], [2.689, -3.073, -0.201], [1.349, 0.433, 0.924]],
  "e_above_lowest_ev": 2.6864,
  "homo_lumo_gap_ev": 7.105
}

***

(6)
{
  "formula": "C31H35BeClN2Si2",
  "method": "ωB97M-V/def2-TZVPD",
  "species": ["H", "H", "H", "C", "C", "C", "N", "H", "C", "C", "Cl", "C", "C", "H", "H", "H", "H", "C", "H", "H", "H", "C", "C", "H", "C", "C", "H", "C", "H", "H", "H", "C", "C", "H", "H", "C", "Si", "Si", "C", "C", "H", "H", "C", "C", "N", "H", "Be", "H", "H", "C", "C", "H", "H", "C", "C", "C", "H", "H", "C", "C", "C", "H", "H", "C", "H", "H", "C", "H", "H", "C", "H", "H"],
  "coordinates": [[-0.998, 1.667, 1.267], [-0.634, -3.663, -5.387], [-3.568, -0.630, 4.889], [0.361, -3.408, -3.491], [2.690, 3.456, -1.340], [2.308, 2.507, -0.373], [-0.209, -1.054, 3.011], [1.294, 0.372, 3.508], [0.565, 0.954, -2.661], [-0.700, -1.879, -1.917], [4.126, 1.114, 1.743], [1.171, -1.016, 0.406], [-1.767, -1.706, -2.820], [-2.329, 1.400, 2.127], [1.090, -0.312, 1.264], [0.038, 2.263, 3.147], [-1.333, 1.648, 4.083], [-2.608, -2.878, 2.593], [-2.593, -1.036, -2.563], [0.621, -1.624, 2.816], [-2.370, -3.881, 2.219], [-0.599, 1.386, 3.310], [-3.437, -0.705, 2.666], [0.125, 0.025, 4.817], [-1.445, 1.842, -1.671], [1.938, -3.386, 0.784], [-0.491, 3.722, -4.362], [-2.982, -1.748, 1.761], [0.246, 5.792, -0.841], [1.330, 2.012, -4.379], [-0.113, -2.779, 0.963], [3.183, -3.084, 0.223], [1.975, 4.655, -1.476], [-0.714, -1.655, 3.674], [0.967, 2.112, 1.287], [0.925, -2.443, 0.771], [-0.471, -0.626, -0.526], [3.337, 0.960, -0.166], [-3.278, -1.172, 3.988], [2.523, -0.746, -0.229], [3.539, 3.245, -1.999], [4.408, -1.630, -0.745], [-0.410, 0.897, -1.656], [-1.722, -2.324, -4.077], [-1.362, 1.088, 2.031], [-3.975, 0.201, 2.368], [-1.330, -0.638, 1.637], [-1.723, -0.375, 0.259], [-0.455, 4.119, 0.859], [0.336, -2.768, -2.246], [-1.473, 2.852, -2.640], [1.363, 0.201, -2.698], [4.361, 0.976, -1.112], [1.222, 2.791, 0.465], [-0.662, -3.180, -4.408], [3.422, -1.804, -0.305], [-3.272, -1.816, 0.707], [1.196, -4.075, -3.720], [0.451, 3.946, 0.266], [-0.480, 2.921, -3.619], [0.538, 1.963, -3.627], [2.296, 5.402, -2.209], [-2.268, 3.599, -2.620], [0.231, 0.198, 3.738], [3.961, -3.851, 0.223], [-2.251, 1.781, -0.934], [-2.760, -2.501, 3.941], [-2.577, -3.124, 4.820], [1.741, -4.374, 1.213], [0.840, 4.886, -0.692], [1.148, -2.936, -1.541], [-2.511, -2.131, -4.800]],
  "e_above_lowest_ev": 0.0000,
  "homo_lumo_gap_ev": [5.165, 5.166]
}

***

(7)
{
  "formula": "C9H12N2O3",
  "method": "ωB97M-V/def2-TZVPD",
  "species": ["C", "C", "H", "C", "H", "H", "H", "C", "O", "C", "H", "N", "C", "O", "H", "H", "O", "H", "C", "C", "H", "H", "H", "H", "C", "N"],
  "coordinates": [[-1.969, 2.184, 0.324], [-1.732, -1.586, -0.421], [1.510, -1.767, -0.723], [-0.138, 0.177, 0.166], [1.230, 1.602, 0.663], [0.880, -2.307, 1.559], [3.648, 0.968, -1.518], [2.946, 0.137, -1.490], [2.781, -0.218, -0.132], [1.813, -1.761, 1.464], [-0.288, 3.412, 0.816], [0.250, 1.422, 0.481], [1.870, -1.171, 0.104], [-0.860, -2.427, -0.496], [2.643, -2.466, 1.596], [3.349, -0.700, -2.066], [-3.004, -1.871, -0.634], [1.886, -0.998, 2.239], [-2.453, 0.855, 0.000], [-1.418, -0.172, -0.081], [-4.338, 1.316, -0.142], [-3.551, -1.029, -0.511], [1.987, 0.437, -1.923], [-2.691, 2.987, 0.378], [-0.667, 2.432, 0.560], [-3.685, 0.543, -0.212]],
  "e_above_lowest_ev": 2.8635,
  "homo_lumo_gap_ev": 8.522
}

***

(8)
{
  "formula": "C5H16NO5",
  "method": "ωB97M-V/def2-TZVPD",
  "species": ["O", "C", "N", "H", "H", "H", "H", "C", "H", "H", "H", "H", "O", "C", "O", "O", "H", "C", "H", "O", "H", "H", "C", "H", "H", "H", "H"],
  "coordinates": [[-2.652, 2.526, -1.410], [-0.273, -0.266, -1.759], [-1.411, 0.174, -1.044], [0.902, -1.540, 2.177], [1.823, -1.902, -1.824], [-0.983, -0.755, 0.844], [-0.452, 2.527, 3.154], [1.912, -1.816, 0.456], [1.182, -2.668, 0.454], [-0.482, 2.462, 1.687], [-2.236, 2.328, -0.542], [2.980, -0.820, -1.152], [1.557, -0.847, 1.356], [1.967, -1.164, -0.966], [0.344, -2.206, 3.152], [-0.399, -0.253, -2.976], [2.954, -2.219, 0.802], [-1.452, 0.122, 0.418], [0.781, 0.267, -0.036], [-0.175, 3.061, 2.373], [-1.880, 2.402, -1.966], [-0.803, 0.904, 0.888], [1.050, 0.040, -1.102], [1.452, 0.953, -1.459], [-2.277, 0.245, -1.605], [-2.430, 0.162, 0.871], [0.554, -3.126, 3.123]],
  "charge": -1,
  "e_above_lowest_ev": 2.2378,
  "homo_lumo_gap_ev": 7.775
}

***

Number 1: E -52825.3095 eV. Number 2: E -10963.6633 eV. Number 3: E -102388.5435 eV. Number 4: E -12016.8593 eV. Number 5: E -28878.7608 eV. Number 6: E -64373.6025 eV. Number 7: E -18648.0398 eV. Number 8: E -17171.7013 eV.